128
Properties=species:S:1:pos:R:3:forces:R:3 method="wB97M-V/def2-TZVPD" homo_ev=-10.093 lumo_energy_ev=-2.165 total_charge=+1 multiplicity=1
C 8.244223 3.035646 -2.296198 0.159 -0.272 0.385
C 7.888417 1.910693 -1.323444 -0.314 -0.203 -0.489
C 8.350136 0.549602 -1.852640 0.180 0.608 -0.401
C 7.473756 0.053967 -3.008187 -0.026 -0.630 0.861
C 6.339967 -0.866651 -2.546443 0.187 0.481 -0.395
C 5.651465 -1.558416 -3.734216 0.235 0.064 0.593
C 4.127097 -1.662537 -3.571019 0.744 -0.428 -0.044
C 3.391327 -0.717539 -4.495108 -0.337 -0.245 -0.273
C 1.869370 -0.666174 -4.313629 0.152 0.025 0.312
C 1.379910 -0.723373 -2.855794 -0.447 0.272 -0.202
C 0.223373 0.258678 -2.547451 0.292 -0.344 -0.332
C -1.134840 -0.406247 -2.358002 0.257 0.393 0.146
O -2.092625 0.312738 -3.106131 -0.347 0.202 0.048
C -3.333387 -0.342089 -3.170261 -0.195 -0.695 -0.552
N -4.240451 0.501638 -3.895239 0.170 0.299 0.274
C -3.672054 0.999883 -5.156665 -0.906 0.238 -0.330
C -3.232778 2.451029 -5.060844 0.619 0.183 -0.273
C -2.056585 2.809532 -5.981736 0.261 0.342 0.792
C -1.219363 3.918390 -5.320834 -0.486 -0.571 -0.046
C -3.927733 -0.753206 -1.799353 -0.761 0.549 -0.122
C -4.871638 0.266667 -1.155142 0.363 0.289 -0.658
C -4.309271 1.676330 -0.986623 0.328 -0.491 0.984
N -2.873736 -1.194374 -0.812691 0.068 0.229 0.266
C -2.563326 -2.664416 -0.825677 0.433 -0.942 0.780
C -2.668455 -3.307015 0.574847 -0.956 -0.166 -0.376
C -3.875106 -4.273067 0.727754 0.861 -0.327 0.355
C -3.400231 -5.628301 1.259187 -0.231 0.006 -0.283
C -1.632561 -0.344415 -0.908345 0.594 -0.261 -0.244
P -0.339794 -0.790277 0.333985 0.378 -0.718 0.418
O 0.609929 -1.820816 -0.111490 0.158 -0.295 -0.403
H 7.625008 3.001843 -3.183477 -0.123 0.052 -0.224
H 8.132996 4.008937 -1.828603 -0.034 0.165 -0.029
H 9.277598 2.908452 -2.606729 0.197 0.203 -0.090
H 8.303799 2.114327 -0.343258 0.072 0.018 0.207
H 6.800365 1.873996 -1.243726 -0.137 0.065 0.379
H 8.425436 -0.188659 -1.058156 -0.133 -0.156 0.085
H 9.357532 0.689603 -2.245852 0.216 -0.071 0.128
H 7.006852 0.898587 -3.501645 0.163 0.181 -0.450
H 8.102076 -0.501978 -3.699704 -0.034 0.057 -0.337
H 5.611688 -0.261993 -2.004893 -0.092 0.025 0.189
H 6.752484 -1.591310 -1.848519 -0.123 -0.191 0.126
H 6.097984 -2.545358 -3.813050 -0.025 -0.196 -0.234
H 5.924636 -1.021433 -4.641653 -0.161 0.028 -0.196
H 3.854066 -2.695368 -3.778421 -0.395 -0.094 -0.095
H 3.914669 -1.503553 -2.517941 -0.235 0.100 0.102
H 3.828129 0.278185 -4.478817 0.046 0.221 0.333
H 3.572814 -1.082940 -5.504305 0.101 0.102 -0.234
H 1.479778 0.230533 -4.787618 0.019 0.173 -0.175
H 1.437952 -1.504068 -4.854600 -0.133 -0.146 -0.110
H 1.038945 -1.732571 -2.660623 0.084 -0.227 0.296
H 2.168779 -0.533576 -2.143104 0.302 0.033 0.028
H 0.114151 0.928798 -3.396307 -0.117 0.221 0.032
H 0.484946 0.874255 -1.690408 -0.077 0.221 0.148
H -1.068524 -1.433965 -2.719700 -0.130 -0.173 0.016
H -3.200752 -1.272823 -3.755234 0.455 -0.184 0.221
H -5.127929 0.040339 -4.041591 0.093 -0.083 -0.022
H -2.880854 0.360556 -5.546010 0.234 -0.115 0.188
H -4.470301 0.957516 -5.893928 -0.095 -0.182 -0.154
H -2.938017 2.682945 -4.041040 0.057 -0.166 0.219
H -4.053552 3.122386 -5.293542 -0.308 0.020 0.095
H -2.387948 3.168513 -6.947092 -0.149 -0.252 -0.339
H -1.426583 1.929081 -6.092994 0.061 -0.098 -0.366
H -0.571610 4.420963 -6.026732 0.173 0.155 -0.028
H -0.633252 3.473276 -4.521254 0.240 0.086 0.124
H -1.904035 4.620968 -4.856157 0.067 0.412 -0.040
H -4.545340 -1.621428 -1.998506 0.077 -0.371 0.108
H -5.717404 0.310283 -1.830316 -0.246 0.023 -0.076
H -5.258886 -0.146397 -0.223233 0.009 -0.002 0.189
H -3.644825 1.956418 -1.789093 -0.130 0.155 -0.393
H -5.106296 2.393981 -0.858937 -0.167 0.226 -0.163
H -3.727534 1.717922 -0.062949 0.055 0.154 0.104
H -3.274784 -1.005643 0.111055 -0.135 -0.045 -0.076
H -3.223903 -3.216940 -1.480862 -0.283 0.428 -0.340
H -1.556156 -2.840854 -1.176688 0.246 0.418 -0.267
H -1.765296 -3.872917 0.756692 0.346 0.074 0.100
H -2.767147 -2.552166 1.353894 0.257 0.140 0.073
H -4.349535 -4.454320 -0.230437 -0.328 0.208 -0.122
H -4.584883 -3.861920 1.434083 -0.352 0.197 -0.073
H -4.233382 -6.199108 1.656516 -0.027 -0.107 0.124
H -2.962543 -6.212941 0.454430 0.131 -0.088 -0.091
H -2.639500 -5.513596 2.021788 0.022 0.017 0.312
H -1.875873 0.702697 -0.761564 -0.417 0.125 0.221
H 0.254279 0.420021 0.735676 -0.372 0.150 -0.133
H -1.048365 -1.251808 1.463811 -0.274 0.598 0.015
C -3.873044 2.298273 6.172797 0.020 -0.009 0.014
C -4.550940 1.477620 5.086702 -0.026 0.016 0.196
N -3.680142 1.185530 3.958994 0.032 -0.091 -0.327
C -4.381637 0.632635 2.817745 -0.148 0.079 -0.035
C -5.040659 -0.748300 2.954047 0.069 -0.053 -0.212
C -2.417250 0.545370 4.283018 0.288 -0.027 0.166
C -2.451190 -0.806385 5.007171 0.132 -0.068 -0.071
H -3.473606 3.228627 5.767817 0.033 -0.028 -0.026
H -4.599130 2.549728 6.945905 -0.008 -0.005 -0.010
H -3.062141 1.752805 6.656643 0.001 0.009 -0.002
H -5.402855 2.051947 4.713399 -0.002 -0.075 -0.119
H -4.964542 0.564513 5.541407 -0.026 0.010 0.010
H -3.684645 0.609380 1.965485 0.100 0.015 0.073
H -5.156967 1.350349 2.530944 -0.007 0.022 0.061
H -4.307160 -1.556295 2.933168 -0.005 -0.013 0.128
H -5.725927 -0.914433 2.116973 -0.034 0.022 0.026
H -5.623638 -0.837474 3.869196 0.015 -0.002 0.018
H -1.822842 1.233442 4.886610 -0.086 0.052 0.011
H -1.843048 0.437435 3.354702 -0.085 0.017 -0.062
H -3.175618 -0.820774 5.821877 -0.020 0.025 -0.010
H -1.470038 -1.010332 5.440942 0.002 0.040 -0.008
H -2.678362 -1.632821 4.332481 -0.092 -0.022 0.043
C 2.324953 0.601849 7.074228 0.013 0.006 0.006
C 2.288874 -0.264839 5.824842 0.129 0.057 0.143
N 1.591149 0.357737 4.711676 -0.244 -0.009 -0.106
C 1.331273 -0.558209 3.619439 0.002 -0.248 -0.030
C 2.525811 -1.140763 2.852615 -0.097 -0.030 -0.152
C 2.062789 1.679299 4.329381 0.070 0.244 0.076
C 3.530632 1.829699 3.909613 -0.016 0.084 -0.084
H 1.317641 0.883085 7.384772 -0.004 0.032 -0.041
H 2.787940 0.046508 7.890218 -0.003 -0.007 -0.006
H 2.910375 1.510129 6.929302 -0.008 0.001 0.007
H 1.764364 -1.191645 6.073742 -0.020 -0.029 -0.139
H 3.319155 -0.549829 5.564171 0.003 -0.030 0.026
H 0.663516 -0.058164 2.908015 0.016 0.153 0.083
H 0.747134 -1.394876 4.021050 0.039 0.023 0.098
H 2.972349 -0.411567 2.177189 0.071 0.017 0.054
H 2.196038 -1.980788 2.237388 -0.003 0.006 0.000
H 3.299881 -1.512340 3.522989 -0.001 0.034 0.028
H 1.876488 2.357406 5.164837 0.006 -0.079 0.054
H 1.420167 2.054517 3.526577 -0.037 -0.133 -0.034
H 4.206313 1.282084 4.567277 -0.023 -0.015 0.017
H 3.818143 2.881737 3.954087 -0.016 -0.003 0.011
H 3.703398 1.496500 2.887281 0.046 -0.082 0.029